Entry 1:
Below is the ion C4H11BBr with charge -1 at a distorted geometry, with properties calculated with wB97M-V/def2-TZVPD.

The geometry in ORCA input format:
```
! RIJCOSX wB97M-V def2-TZVPD def2/J DEFGRID3
* xyz -1 1
C 2.415 0.595 -0.038
B 1.402 -0.704 0.233
C -0.089 -0.499 -0.454
C -1.173 0.052 0.444
C -2.556 0.145 -0.243
Br -0.708 1.824 1.137
H 2.214 1.098 -0.984
H 3.447 0.244 -0.029
H 2.321 1.341 0.750
H 1.271 -0.830 1.453
H 1.924 -1.741 -0.183
H -0.064 0.109 -1.364
H -0.480 -1.480 -0.736
H -1.264 -0.638 1.272
H -2.892 1.170 -0.354
H -3.303 -0.399 0.330
H -2.465 -0.287 -1.233
*
```

Energy = -75045.9279 eV
Maximum force = 1.09 eV/Å

Table of natural (NBO) atomic charges, one value per atom, all in e: number 1, C, carries -0.864; number 2, B, carries -0.133; number 3, C, carries -0.647; number 4, C, carries -0.182; number 5, C, carries -0.636; number 6, Br, carries -0.095; number 7, H, carries 0.173; number 8, H, carries 0.183; number 9, H, carries 0.188; number 10, H, carries -0.084; number 11, H, carries -0.085; number 12, H, carries 0.178; number 13, H, carries 0.194; number 14, H, carries 0.200; number 15, H, carries 0.209; number 16, H, carries 0.193; number 17, H, carries 0.206

---

Entry 2:
Below is the ion C4H11BN with charge +1 at a distorted geometry, with properties calculated with wB97M-V/def2-TZVPD.

The geometry in ORCA input format:
```
! RIJCOSX wB97M-V def2-TZVPD def2/J DEFGRID3
* xyz 1 1
B -0.690 0.123 1.641
C -0.813 -1.098 0.662
C 0.145 1.311 1.349
C -0.688 -0.874 -0.868
C 0.715 -0.339 -1.224
N 0.951 1.019 -0.723
H -1.357 0.270 2.718
H -0.255 -1.993 1.076
H -1.838 -1.415 0.793
H -0.364 2.354 1.363
H 1.109 1.635 1.750
H -0.736 -1.850 -1.152
H -1.501 -0.259 -1.376
H 1.506 -0.987 -0.954
H 0.887 -0.304 -2.326
H 0.439 1.757 -1.226
H 1.957 1.147 -0.493
*
```

Energy above the lowest of the compared OMol25 structures with the same formula, charge and spin = 172.0 kJ/mol
Energy = -6483.3364 eV
Maximum force = 3.80 eV/Å

Table of natural (NBO) atomic charges, one value per atom, all in e: number 1, B, carries 0.579; number 2, C, carries -0.779; number 3, C, carries -0.404; number 4, C, carries -0.401; number 5, C, carries -0.247; number 6, N, carries -0.657; number 7, H, carries 0.036; number 8, H, carries 0.289; number 9, H, carries 0.271; number 10, H, carries 0.282; number 11, H, carries 0.268; number 12, H, carries 0.239; number 13, H, carries 0.227; number 14, H, carries 0.220; number 15, H, carries 0.225; number 16, H, carries 0.425; number 17, H, carries 0.427

---

Entry 3:
Below is a cluster of 2 separate species, C4H11BO2 in total at a distorted geometry, with properties calculated with wB97M-V/def2-TZVPD.

The geometry in ORCA input format:
```
! RIJCOSX wB97M-V def2-TZVPD def2/J DEFGRID3
* xyz 0 1
B 0.706 1.670 1.905
C -0.397 -1.935 -1.553
C -0.419 0.500 -1.401
C -0.396 -0.977 0.708
C 0.091 -0.790 -0.659
O 1.972 1.744 1.521
O 0.209 2.601 2.776
H -1.493 -2.056 -1.402
H -0.121 -2.894 -1.038
H 0.027 -1.833 -2.619
H 0.429 1.120 -1.582
H -1.096 1.142 -0.829
H -0.921 0.106 -2.342
H -1.350 -0.725 1.237
H -0.110 -1.986 1.249
H 1.147 -0.893 -0.615
H 2.400 2.628 1.482
H -0.680 2.577 3.162
*
```

Energy above the lowest of the compared OMol25 structures with the same formula, charge and spin = 494.0 kJ/mol
Energy = -9095.4292 eV
Maximum force = 4.09 eV/Å

Table of natural (NBO) atomic charges, one value per atom, all in e: number 1, B, carries 0.962; number 2, C, carries -0.608; number 3, C, carries -0.608; number 4, C, carries -0.355; number 5, C, carries -0.335; number 6, O, carries -0.949; number 7, O, carries -0.960; number 8, H, carries 0.211; number 9, H, carries 0.206; number 10, H, carries 0.218; number 11, H, carries 0.214; number 12, H, carries 0.211; number 13, H, carries 0.208; number 14, H, carries 0.188; number 15, H, carries 0.171; number 16, H, carries 0.213; number 17, H, carries 0.500; number 18, H, carries 0.514

---

Entry 4:
Below is a structure of composition C4H11BeCl2Mn at a distorted geometry, with properties calculated with wB97M-V/def2-TZVPD.

The geometry in ORCA input format:
```
! RIJCOSX wB97M-V def2-TZVPD def2/J DEFGRID3
* xyz -2 5
Mn -0.522 -1.047 0.060
Cl -2.523 -1.999 0.381
C 0.174 -1.028 1.883
C 0.003 -2.225 -1.391
H 0.316 -2.095 2.129
H 1.096 -0.428 1.960
H -0.684 -0.608 2.443
H -0.239 -3.249 -1.064
H 1.073 -2.029 -1.585
H -0.649 -1.884 -2.210
Be 0.859 1.646 -0.157
C -0.202 2.819 0.397
C 0.098 0.517 -1.188
H -1.242 2.695 0.052
H -0.220 2.789 1.497
H 0.197 3.794 0.076
H -0.885 0.806 -1.631
H 0.722 0.114 -2.021
Cl 2.627 1.412 0.370
*
```

Energy above the lowest of the compared OMol25 structures with the same formula, charge and spin = 1.4 kJ/mol
Energy = -61092.8116 eV
Maximum force = 2.12 eV/Å

Table of natural (NBO) atomic charges, one value per atom, all in e: number 1, Mn, carries 1.221; number 2, Cl, carries -0.732; number 3, C, carries -1.264; number 4, C, carries -1.073; number 5, H, carries 0.182; number 6, H, carries 0.213; number 7, H, carries 0.194; number 8, H, carries 0.174; number 9, H, carries 0.190; number 10, H, carries 0.200; number 11, Be, carries 1.514; number 12, C, carries -1.395; number 13, C, carries -1.484; number 14, H, carries 0.184; number 15, H, carries 0.187; number 16, H, carries 0.175; number 17, H, carries 0.158; number 18, H, carries 0.171; number 19, Cl, carries -0.813

---

Entry 5:
Below is a structure of composition C4H11BrLiO3 at a distorted geometry, with properties calculated with wB97M-V/def2-TZVPD.

The geometry in ORCA input format:
```
! RIJCOSX wB97M-V def2-TZVPD def2/J DEFGRID3
* xyz -1 1
Li -1.297 1.008 0.064
Br -3.324 2.123 -0.536
C -0.772 -2.764 1.474
C -0.336 -1.302 1.334
O -1.373 -0.454 1.371
H -1.406 -2.893 2.355
H 0.093 -3.442 1.571
H -1.357 -3.084 0.605
H 0.268 -1.252 0.379
H 0.419 -1.113 2.151
C 1.163 2.048 -0.878
C 1.048 0.729 -1.547
O -0.324 0.396 -1.680
O 0.484 2.019 0.374
H 0.738 2.841 -1.502
H 2.228 2.264 -0.742
H 1.574 -0.034 -0.960
H 1.542 0.792 -2.528
H -0.410 -0.270 -2.365
H 1.041 2.389 1.059
*
```

Energy above the lowest of the compared OMol25 structures with the same formula, charge and spin = 12.5 kJ/mol
Energy = -80719.2242 eV
Maximum force = 1.22 eV/Å

Table of natural (NBO) atomic charges, one value per atom, all in e: number 1, Li, carries 0.855; number 2, Br, carries -0.930; number 3, C, carries -0.630; number 4, C, carries -0.009; number 5, O, carries -0.974; number 6, H, carries 0.192; number 7, H, carries 0.160; number 8, H, carries 0.183; number 9, H, carries 0.054; number 10, H, carries 0.070; number 11, C, carries -0.089; number 12, C, carries -0.092; number 13, O, carries -0.720; number 14, O, carries -0.727; number 15, H, carries 0.182; number 16, H, carries 0.164; number 17, H, carries 0.178; number 18, H, carries 0.159; number 19, H, carries 0.486; number 20, H, carries 0.488

---

Entry 6:
Below is a cluster of 2 separate species, C4H11Cl2F2N2O3P2 in total at a distorted geometry, with properties calculated with wB97M-V/def2-TZVPD.

The geometry in ORCA input format:
```
! RIJCOSX wB97M-V def2-TZVPD def2/J DEFGRID3
* xyz 1 1
N 3.404 -0.364 -0.723
P 2.477 0.332 -1.711
O 2.817 -0.106 -3.198
O 2.510 1.916 -1.619
P 0.407 -0.361 -1.301
N 0.201 -1.843 -1.947
F 0.310 -0.461 0.193
C -0.742 0.920 -1.891
C -2.160 0.796 -1.365
O -3.091 0.537 -2.052
F -2.305 1.035 -0.069
H 3.904 0.313 -0.154
H 2.922 -1.066 -3.248
H 1.832 2.352 -2.153
H 0.281 -1.860 -2.958
H -0.623 -2.336 -1.614
H -0.361 1.873 -1.508
H -0.715 0.995 -2.975
Cl 0.390 -1.130 4.617
C -0.765 -0.529 3.406
C -2.020 0.024 4.035
Cl -3.006 -1.251 4.787
H -0.990 -1.345 2.723
H -0.257 0.259 2.849
H -2.638 0.495 3.272
H -1.789 0.766 4.795
*
```

Energy above the lowest of the compared OMol25 structures with the same formula, charge and spin = 0.0 kJ/mol
Energy = -62501.6487 eV
Maximum force = 2.71 eV/Å

Table of natural (NBO) atomic charges, one value per atom, all in e: number 1, N, carries -1.273; number 2, P, carries 1.951; number 3, O, carries -0.963; number 4, O, carries -0.931; number 5, P, carries 1.737; number 6, N, carries -1.153; number 7, F, carries -0.484; number 8, C, carries -0.932; number 9, C, carries 0.854; number 10, O, carries -0.457; number 11, F, carries -0.301; number 12, H, carries 0.419; number 13, H, carries 0.534; number 14, H, carries 0.514; number 15, H, carries 0.441; number 16, H, carries 0.446; number 17, H, carries 0.288; number 18, H, carries 0.309; number 19, Cl, carries -0.036; number 20, C, carries -0.391; number 21, C, carries -0.395; number 22, Cl, carries -0.039; number 23, H, carries 0.209; number 24, H, carries 0.205; number 25, H, carries 0.217; number 26, H, carries 0.231